A structure of composition C13H8Cl12N2O3 in a non-equilibrium geometry, computed with ωB97M-V/def2-TZVPD.

Properties
max |F|	0.0686	Eh/bohr
LUMO	-1.101	eV
HOMO	-10.369	eV
frontier orbital gap	9.268	eV

Each line ends with the natural charge from an NBO analysis.
Cartesian coordinates (Å):
N (3.583116, -3.404162, 2.152374)  -0.3530
C (3.447678, -2.505352, 1.449901)  0.4953
O (3.249523, -1.326613, 0.772463)  -0.4769
C (2.099553, -0.737887, 1.393907)  0.2718
C (2.285291, 0.260352, 2.447104)  -0.2124
C (1.079723, 0.844373, 3.073908)  -0.1709
C (-0.201794, 0.371770, 2.592846)  -0.1384
C (-0.408382, -0.645782, 1.545821)  -0.0576
C (0.782304, -1.195086, 0.921894)  -0.2267
C (-1.920141, -0.926358, 1.326885)  0.6712
O (-2.359823, -1.713681, 0.543294)  -0.4910
N (-2.623024, -0.057328, 2.268094)  -0.6726
C (-1.656806, 0.728990, 3.003685)  0.6807
O (-1.875136, 1.555663, 3.862265)  -0.5342
H (3.317350, 0.569210, 2.751566)  0.2527
H (1.133689, 1.602674, 3.882695)  0.2547
H (0.676948, -1.968968, 0.131017)  0.2575
H (-3.048126, -0.749234, 2.901077)  0.4165
C (4.126154, -4.944268, -1.545243)  -0.2750
Cl (3.260136, -3.783776, -0.525296)  0.0238
Cl (4.011875, -4.488597, -3.250524)  0.0164
Cl (5.815483, -5.064429, -1.045530)  0.0253
H (3.662650, -5.917780, -1.420485)  0.2326
C (0.243942, 0.178135, -3.092990)  -0.2800
Cl (-0.591281, -0.664827, -4.402076)  0.0204
Cl (-0.909149, 1.077202, -2.098778)  0.0176
Cl (1.160671, -0.962501, -2.102425)  0.0203
H (0.940492, 0.885499, -3.532069)  0.2341
C (-2.412809, 4.803043, 2.750833)  -0.2856
Cl (-1.279636, 4.574639, 1.411990)  0.0059
Cl (-1.867646, 6.108839, 3.810306)  0.0151
Cl (-4.037422, 5.135370, 2.139862)  0.0178
H (-2.446220, 3.884238, 3.329600)  0.2474
C (-3.396255, 1.624606, -5.413777)  -0.2852
Cl (-2.893218, 1.156966, -7.043156)  0.0147
Cl (-2.894690, 3.282004, -5.059330)  0.0155
Cl (-5.144965, 1.450615, -5.227964)  0.0192
H (-2.910054, 0.962438, -4.703743)  0.2330

Forces on atoms 1 to 6 (eV/Å):
N 0.08 0.16 0.56
C 0.07 3.04 0.35
O -0.40 -1.96 1.94
C -2.47 1.17 0.86
C -2.14 -0.54 -0.70
C -0.09 -1.66 -1.85


The ion C13H8N5O8 with charge -1 in a non-equilibrium geometry, computed with ωB97M-V/def2-TZVPD.

Properties
energy above the lowest of the compared OMol25 structures with the same formula, charge and spin	0.0	kcal/mol
max |F|	0.0983	Eh/bohr
LUMO	2.196	eV
HOMO	-4.837	eV
total charge	-1
frontier orbital gap	7.033	eV
SMILES	COc1ccc(O[C@@H]2C(=[N+]([O-])[O-])c3no[n+]([O-])c3-c3no[n+]([O-])c32)cc1

Each line ends with the natural charge from an NBO analysis.
Cartesian coordinates (Å):
C (-3.186546, 0.572129, 1.878388)  -0.2441
O (-2.108476, 1.529115, 1.811941)  -0.5226
C (-0.825878, 1.085869, 1.739486)  0.2898
C (0.251072, 1.868882, 2.316304)  -0.2596
C (1.351938, 1.204061, 2.804979)  -0.2354
C (1.533765, -0.192057, 2.480938)  0.3130
O (2.681660, -0.710372, 3.000744)  -0.5278
C (3.431758, -1.977090, 2.605383)  0.0728
C (3.257002, -2.952448, 1.436501)  -0.1832
N (3.702573, -2.410686, 0.226507)  0.4900
O (3.869110, -3.080229, -0.809512)  -0.4563
O (3.873818, -1.151628, 0.234630)  -0.5153
C (2.966552, -4.347286, 1.527968)  0.1217
N (2.639476, -5.234762, 0.517466)  -0.1198
O (2.115402, -6.293613, 1.146857)  -0.1766
N (2.166789, -6.164243, 2.575844)  0.3970
O (1.597411, -7.032667, 3.190460)  -0.4051
C (2.748871, -4.915248, 2.782329)  0.0012
C (3.025445, -4.107545, 3.925361)  0.0751
N (2.582658, -4.457391, 5.183218)  -0.0662
O (2.791352, -3.400700, 5.950767)  -0.1746
N (3.315891, -2.265931, 5.151862)  0.3878
O (3.587385, -1.238107, 5.763751)  -0.3909
C (3.400625, -2.767344, 3.874646)  0.0270
C (0.532750, -0.883468, 1.774961)  -0.2827
C (-0.603339, -0.243276, 1.296212)  -0.2979
H (-4.074252, 1.169681, 2.103087)  0.1925
H (-3.282752, 0.000496, 0.950162)  0.1708
H (-2.949900, -0.152118, 2.660102)  0.1865
H (0.135805, 2.951501, 2.441934)  0.2168
H (2.158704, 1.672061, 3.413448)  0.2282
H (4.497020, -1.545079, 2.384699)  0.2426
H (0.757078, -1.912921, 1.539690)  0.2273
H (-1.314798, -0.766817, 0.644636)  0.2178

Forces on atoms 1 to 6 (eV/Å):
C 1.17 0.37 -0.14
O -0.87 1.13 -0.53
C 0.95 -1.39 0.11
C -1.71 -0.70 -0.01
C 1.03 -1.36 -0.71
C -0.90 0.87 0.31


The molecule C13H8N8 in a non-equilibrium geometry, computed with ωB97M-V/def2-TZVPD.

Properties
energy above the lowest of the compared OMol25 structures with the same formula, charge and spin	31.7	kcal/mol
max |F|	0.0816	Eh/bohr
LUMO	-0.694	eV
HOMO	-9.056	eV
frontier orbital gap	8.363	eV
SMILES	Cc1cc2nnc(-c3ccc(C#N)cc3)n2c2nnnn12

Each line ends with the natural charge from an NBO analysis.
Cartesian coordinates (Å):
C (4.876026, 2.250117, -1.499227)  -0.6401
C (3.546262, 1.788618, -1.035460)  0.1939
C (2.642501, 1.331419, -1.983505)  -0.2340
C (1.332891, 0.947889, -1.563022)  0.2662
N (0.532556, 0.151793, -2.261054)  -0.2358
N (-0.397702, -0.248204, -1.414612)  -0.2365
C (-0.157471, 0.166549, -0.179997)  0.2944
C (-1.109225, -0.313295, 0.836865)  -0.0535
C (-1.667197, -1.610854, 0.725861)  -0.1685
C (-2.652845, -1.983427, 1.772398)  -0.1466
C (-3.047498, -1.121134, 2.870611)  -0.1738
C (-3.980340, -1.524654, 3.912041)  0.2692
N (-4.801486, -1.818014, 4.691415)  -0.2881
C (-2.379440, 0.137778, 2.933615)  -0.1520
C (-1.481851, 0.529395, 1.925306)  -0.1771
N (0.982326, 0.899368, -0.253603)  -0.3364
C (1.851523, 1.548820, 0.631732)  0.4793
N (1.618695, 1.811349, 1.910431)  -0.2877
N (2.700947, 2.606295, 2.229752)  -0.0452
N (3.553297, 2.811543, 1.260066)  -0.0409
N (3.009665, 2.116908, 0.263919)  -0.1968
H (4.956371, 3.374364, -1.536093)  0.2440
H (5.618804, 1.826039, -0.831161)  0.2328
H (5.025895, 1.794497, -2.417714)  0.2319
H (2.859987, 1.015223, -3.046330)  0.2671
H (-1.378269, -2.302798, -0.034185)  0.2442
H (-3.122637, -3.013591, 1.652181)  0.2331
H (-2.531118, 0.710456, 3.845924)  0.2333
H (-1.054533, 1.463684, 1.939982)  0.2233

Forces on atoms 1 to 6 (eV/Å):
C 0.09 1.12 2.49
C -1.90 1.15 -2.19
C 1.00 -0.08 1.01
C 0.49 -2.01 -1.44
N 0.46 1.52 -0.06
N -1.00 -0.84 0.44


A structure of composition C13H9N2O5SeSn in a non-equilibrium geometry, computed with ωB97M-V/def2-TZVPD.

Properties
max |F|	0.1285	Eh/bohr
LUMO (spin up / spin down)	-13.875 / -13.875	eV
HOMO (spin up / spin down)	-18.296 / -18.296	eV
total charge	+3
frontier orbital gap (spin up / spin down)	4.421 / 4.421	eV

Each line ends with the natural charge from an NBO analysis.
Cartesian coordinates (Å):
O (-2.476342, -4.729091, -4.211648)  -0.2768
C (-2.142835, -3.848853, -3.567797)  0.5090
Sn (-1.097326, -1.891891, -2.292209)  0.9076
O (0.897332, -4.447978, -4.022337)  -0.2892
C (0.639449, -3.489464, -3.458378)  0.5311
C (0.973743, -0.363670, -2.386574)  0.5332
O (1.677728, 0.544373, -2.456258)  -0.3064
C (-2.196224, 0.338644, -1.556464)  0.4101
O (-2.634747, 1.391005, -1.385036)  -0.3236
C (-0.898998, -0.541275, -4.745893)  0.5113
O (-0.766672, 0.214054, -5.590236)  -0.3035
H (-2.770991, -1.117633, -2.391573)  0.0083
C (2.363813, -0.745754, 1.200151)  -0.4338
N (1.021742, -0.185390, 1.328905)  -0.2772
C (-0.159944, -0.741578, 0.918073)  0.1662
Se (-0.380766, -2.458276, 0.146555)  0.2470
N (-1.136338, 0.144420, 1.296202)  -0.5084
C (-0.571587, 1.249025, 1.975899)  0.2018
C (-1.178726, 2.308137, 2.656354)  -0.2344
C (-0.297695, 3.196062, 3.287644)  -0.1133
C (1.111447, 2.993816, 3.247857)  -0.1273
C (1.694043, 1.902691, 2.607916)  -0.2068
C (0.794547, 1.043781, 1.982918)  0.1020
H (2.799479, -0.967272, 2.185941)  0.2723
H (3.005475, -0.024407, 0.674639)  0.2481
H (2.316938, -1.675637, 0.628807)  0.2295
H (-2.121967, -0.033871, 1.153187)  0.4517
H (-2.273162, 2.395179, 2.677253)  0.2649
H (-0.696688, 4.064900, 3.823554)  0.2741
H (1.735541, 3.733392, 3.728706)  0.2691
H (2.769732, 1.742560, 2.543842)  0.2635

Forces on atoms 1 to 6 (eV/Å):
O 0.85 2.80 2.01
C -1.11 -3.44 -2.24
Sn -1.38 -0.09 0.04
O -0.51 3.05 1.82
C 0.64 -3.00 -1.92
C 2.60 4.03 -0.48